No. 1
ORCA calculation (ωB97M-V with the def2-TZVPD basis set) on a structure of composition C16H20CoN2O4 in a non-equilibrium geometry.

The geometry in XYZ format:
```
43
Properties=species:S:1:pos:R:3
Co 1.345 0.138 0.818
C 0.901 -0.412 4.911
C 0.770 -0.574 3.403
O 1.417 0.289 2.720
C -0.012 -1.634 2.961
C -0.258 -2.008 1.600
C -1.098 -3.218 1.293
N 0.250 -1.311 0.640
N 0.045 -1.630 -0.705
C 0.687 -0.760 -1.445
O 1.387 0.242 -1.070
C 0.551 -0.938 -2.933
C 1.189 -0.058 -3.798
C 1.073 -0.203 -5.174
C 0.315 -1.235 -5.707
C -0.326 -2.123 -4.851
C -0.208 -1.975 -3.477
H 1.539 0.437 5.146
H 1.340 -1.305 5.362
H -0.076 -0.250 5.372
H -0.468 -2.268 3.711
H -1.443 -3.693 2.210
H -0.520 -3.940 0.714
H -1.962 -2.931 0.692
H 1.784 0.742 -3.376
H 1.582 0.495 -5.828
H 0.225 -1.349 -6.781
H -0.920 -2.936 -5.252
H -0.702 -2.662 -2.804
O 3.067 0.136 0.807
C -0.806 3.852 1.182
C -1.888 3.016 0.496
C -1.406 1.601 0.782
O 0.019 1.690 0.826
C 0.450 3.048 0.878
H -0.985 3.881 2.259
H -0.743 4.877 0.816
H -1.880 3.206 -0.580
H -2.894 3.200 0.870
H -1.689 0.876 0.017
H -1.759 1.239 1.754
H 0.879 3.310 -0.094
H 1.226 3.136 1.637
```

Output
HOMO energy (spin up / spin down), eV: -3.3 / -3.3
Net charge: -1
E, eV: -65712.45401
M, g mol⁻¹: 363.28
2S+1: 1

=====

No. 2
ORCA calculation (ωB97M-V with the def2-TZVPD basis set) on a structure of composition C16H20CoN5SSe2Te2 in a non-equilibrium geometry.

The geometry in XYZ format:
```
47
Properties=species:S:1:pos:R:3
Co 1.243 1.449 0.011
Se 3.680 1.352 -0.424
Te 4.803 3.527 -0.951
Te 2.815 5.414 -0.525
Se 0.834 3.935 -0.514
N -2.638 1.627 1.233
C -3.074 1.592 -0.121
C -4.331 1.556 -0.696
C -4.398 1.467 -2.102
C -3.250 1.387 -2.860
C -1.995 1.395 -2.259
C -1.912 1.520 -0.890
N -0.798 1.472 -0.019
C -1.285 1.588 1.228
C -0.376 1.642 2.373
C -0.604 1.756 3.713
S 0.847 1.860 4.628
C 1.742 1.751 3.153
N 0.984 1.568 2.071
H -3.239 1.697 2.041
H -5.223 1.597 -0.051
H -5.377 1.464 -2.553
H -3.277 1.240 -3.927
H -1.090 1.294 -2.829
H -1.570 1.770 4.202
H 2.817 1.812 3.105
C 1.559 -2.797 -1.751
C 1.523 -1.297 -1.552
N 1.108 -0.918 -0.187
C -0.194 -1.559 0.058
C -0.122 -3.075 -0.045
N 1.243 -3.497 -0.474
C 2.186 -3.024 0.574
C 2.057 -1.530 0.757
H 2.555 -3.142 -2.068
H 0.830 -3.163 -2.510
H 0.820 -0.802 -2.250
H 2.494 -0.807 -1.730
H -0.936 -1.112 -0.641
H -0.531 -1.240 1.076
H -0.848 -3.484 -0.765
H -0.313 -3.585 0.910
H 1.333 -4.503 -0.602
H 3.187 -3.351 0.276
H 1.937 -3.582 1.504
H 3.030 -1.022 0.595
H 1.751 -1.241 1.788
```

Output
HOMO energy (spin up / spin down), eV: -12.2 / -12.4
Net charge: +2
E, eV: -218096.22303
M, g mol⁻¹: 786.49
2S+1: 5

=====

No. 3
ORCA calculation (ωB97M-V with the def2-TZVPD basis set) on a structure of composition C16H20CrNO2S4.

The geometry in XYZ format:
```
44
Properties=species:S:1:pos:R:3
Cr 0.173 -0.253 0.113
C -1.256 1.137 2.755
C -1.549 2.084 1.588
S -1.919 0.954 0.213
C -1.887 1.699 -1.442
C -1.968 0.481 -2.367
S -0.558 -0.667 -2.113
C -1.313 -2.338 -1.935
C -0.735 -3.140 -0.771
S -1.009 -2.134 0.723
C 0.115 -2.594 2.078
C 0.032 -1.473 3.123
S 0.295 0.215 2.435
H -2.080 0.441 2.916
H -1.108 1.713 3.667
H -0.711 2.740 1.354
H -2.425 2.693 1.803
H -0.986 2.289 -1.603
H -2.755 2.343 -1.577
H -1.923 0.809 -3.405
H -2.902 -0.063 -2.227
H -1.133 -2.884 -2.860
H -2.388 -2.195 -1.824
H 0.328 -3.331 -0.892
H -1.275 -4.081 -0.674
H 1.125 -2.720 1.691
H -0.228 -3.529 2.521
H 0.803 -1.634 3.875
H -0.934 -1.463 3.627
O 2.932 -0.407 1.885
C 3.050 -0.706 0.731
N 1.911 -0.847 -0.182
C 2.422 -1.516 -1.370
O 1.713 -1.965 -2.229
C 3.890 -1.544 -1.265
C 4.819 -2.000 -2.184
C 6.153 -1.942 -1.799
C 6.528 -1.460 -0.540
C 5.584 -1.019 0.378
C 4.261 -1.067 -0.025
H 4.525 -2.375 -3.154
H 6.922 -2.278 -2.480
H 7.577 -1.437 -0.281
H 5.870 -0.649 1.352
```

Output
HOMO energy (spin up / spin down), eV: -15.2 / -15.2
Net charge: +2
E, eV: -94249.47462
M, g mol⁻¹: 438.60
2S+1: 2

=====

No. 4
ORCA calculation (ωB97M-V with the def2-TZVPD basis set) on a structure of composition C16H20CuNOS in a non-equilibrium geometry.

The geometry in XYZ format:
```
40
Properties=species:S:1:pos:R:3
Cu -0.922 -0.040 -0.993
C -2.713 -2.298 0.861
N -1.581 -1.977 -0.042
C -1.703 -2.771 -1.293
C -0.391 -2.120 0.737
C 0.915 -1.662 0.049
C 2.087 -2.251 0.456
C 3.272 -1.940 -0.197
C 3.267 -1.115 -1.337
C 2.052 -0.552 -1.773
C 0.874 -0.844 -1.077
H -2.763 -3.361 1.165
H -3.642 -2.078 0.343
H -2.808 -1.643 1.706
H -1.692 -3.833 -1.121
H -0.879 -2.459 -1.920
H -2.625 -2.523 -1.761
H -0.190 -3.226 1.042
H -0.574 -1.569 1.664
H 2.016 -2.935 1.322
H 4.156 -2.458 0.102
H 4.202 -1.038 -1.832
H 2.039 0.110 -2.670
C -2.259 1.467 1.710
S -1.935 1.747 -0.060
O -2.981 2.650 -0.616
C -0.374 2.530 0.095
C -0.258 3.740 -0.502
C 1.004 4.295 -0.683
C 2.114 3.638 -0.138
C 1.956 2.366 0.450
C 0.692 1.808 0.559
H -2.607 2.439 2.100
H -1.352 1.076 2.180
H -3.015 0.650 1.791
H -1.166 4.259 -0.820
H 1.222 5.258 -1.050
H 3.122 4.067 -0.253
H 2.875 1.771 0.712
H 0.562 0.822 1.094
```

Output
Relative energy (zero: lowest compared OMol25 entry of this formula, charge and spin), kcal/mol: 25.0
HOMO energy, eV: -7.5
E, eV: -75926.01858
M, g mol⁻¹: 337.95
2S+1: 1

=====

No. 5
ORCA calculation (ωB97M-V with the def2-TZVPD basis set) on a cluster of 4 separate species, C16H20F12O8 in total in a non-equilibrium geometry.

The geometry in XYZ format:
```
56
Properties=species:S:1:pos:R:3
C -4.388 -3.068 2.579
C -3.990 -2.124 1.476
O -3.612 -2.897 0.307
C -3.461 -2.304 -0.869
O -3.678 -1.133 -1.232
C -2.956 -3.348 -1.896
F -3.927 -3.689 -2.812
F -1.874 -2.868 -2.546
F -2.674 -4.551 -1.281
H -3.563 -3.309 3.264
H -4.823 -4.055 2.098
H -5.205 -2.677 3.138
H -3.121 -1.490 1.779
H -4.789 -1.236 1.235
C 1.617 0.380 4.979
C 1.361 1.020 3.662
O 2.630 1.100 2.853
C 2.683 1.669 1.720
O 1.791 2.173 1.021
C 4.142 1.698 1.211
F 4.813 2.700 1.706
F 4.797 0.607 1.562
F 4.250 1.771 -0.155
H 0.876 0.255 5.532
H 2.350 0.845 5.435
H 1.933 -0.719 4.512
H 1.255 2.050 3.857
H 0.713 0.487 3.063
C 3.166 2.464 -3.979
C 2.121 3.364 -3.287
O 0.778 2.941 -3.620
C -0.322 3.360 -3.092
O -0.384 4.064 -2.136
C -1.685 2.807 -3.679
F -2.410 2.238 -2.625
F -2.371 3.788 -4.319
F -1.435 1.818 -4.632
H 4.098 3.082 -3.815
H 2.855 2.370 -5.029
H 3.081 1.522 -3.787
H 2.412 4.514 -3.649
H 2.226 3.104 -2.257
C -0.101 -0.353 -1.931
C -0.301 -0.431 -0.393
O 0.626 -1.205 0.335
C 0.326 -1.887 1.441
O -0.746 -1.863 2.071
C 1.464 -2.749 2.087
F 2.011 -3.645 1.272
F 2.456 -1.899 2.432
F 0.881 -3.349 3.128
H 0.832 0.096 -2.103
H -1.040 0.213 -2.416
H -0.118 -1.303 -2.355
H -1.261 -0.862 -0.165
H -0.324 0.494 0.302
```

Output
SMILES string: CCOC(=O)C(F)(F)F.CCOC(=O)C(F)(F)F.CCOC(=O)C(F)(F)F.CCOC(=O)C(F)(F)F
Relative energy (zero: lowest compared OMol25 entry of this formula, charge and spin), kcal/mol: 121.7
HOMO energy, eV: -11.0
E, eV: -65902.56805
M, g mol⁻¹: 568.30
2S+1: 1

=====

No. 6
ORCA calculation (ωB97M-V with the def2-TZVPD basis set) on a cluster of 4 separate species, C16H20F12O8 in total in a non-equilibrium geometry.

The geometry in XYZ format:
```
56
Properties=species:S:1:pos:R:3
C 0.336 -5.509 2.215
C 0.658 -5.107 0.789
O -0.549 -4.887 0.048
C -1.169 -5.943 -0.427
O -0.858 -7.090 -0.299
C -2.447 -5.540 -1.196
F -2.386 -4.292 -1.661
F -2.657 -6.365 -2.215
F -3.501 -5.621 -0.368
H -0.352 -4.790 2.661
H 1.206 -5.566 2.869
H -0.128 -6.497 2.249
H 1.313 -5.808 0.276
H 1.161 -4.141 0.814
C -1.421 7.781 -2.391
C 0.020 7.859 -1.921
O 0.718 6.633 -2.184
C 0.510 5.658 -1.326
O -0.173 5.693 -0.346
C 1.297 4.385 -1.705
F 0.435 3.372 -1.852
F 2.002 4.500 -2.824
F 2.137 4.077 -0.711
H -1.854 8.775 -2.510
H -2.025 7.245 -1.663
H -1.456 7.307 -3.372
H 0.070 8.080 -0.852
H 0.582 8.639 -2.429
C 1.271 2.116 1.686
C 1.781 0.756 2.085
O 2.426 0.167 0.941
C 2.601 -1.139 0.972
O 2.350 -1.882 1.874
C 3.166 -1.675 -0.363
F 2.228 -2.458 -0.926
F 3.480 -0.711 -1.221
F 4.251 -2.423 -0.138
H 0.840 2.599 2.566
H 0.455 2.023 0.968
H 2.050 2.745 1.264
H 0.984 0.109 2.442
H 2.503 0.854 2.898
C -1.561 -1.833 2.286
C -2.488 -1.825 1.081
O -1.761 -1.474 -0.107
C -1.498 -0.207 -0.328
O -1.738 0.720 0.393
C -0.803 0.001 -1.690
F -1.533 0.837 -2.426
F 0.397 0.548 -1.496
F -0.646 -1.142 -2.369
H -0.866 -2.667 2.200
H -2.146 -2.016 3.192
H -1.038 -0.893 2.422
H -3.327 -1.146 1.230
H -2.847 -2.832 0.894
```

Output
SMILES string: CCOC(=O)C(F)(F)F.CCOC(=O)C(F)(F)F.CCOC(=O)C(F)(F)F.CCOC(=O)C(F)(F)F
Relative energy (zero: lowest compared OMol25 entry of this formula, charge and spin), kcal/mol: 0.0
HOMO energy, eV: -11.2
E, eV: -65907.84578
M, g mol⁻¹: 568.30
2S+1: 1

=====

No. 7
ORCA calculation (ωB97M-V with the def2-TZVPD basis set) on a cluster of 4 separate species, C16H20F12O8 in total in a non-equilibrium geometry.

The geometry in XYZ format:
```
56
Properties=species:S:1:pos:R:3
C -0.823 -3.417 5.153
C -1.283 -1.958 5.055
O -1.600 -1.489 6.345
C -2.120 -0.284 6.525
O -2.254 0.546 5.606
C -2.621 -0.111 8.005
F -1.746 -0.693 8.814
F -2.687 1.213 8.343
F -3.787 -0.771 8.123
H -0.679 -3.847 4.162
H -1.488 -4.013 5.778
H 0.164 -3.416 5.616
H -2.068 -1.793 4.317
H -0.460 -1.408 4.599
C 10.431 -0.287 3.463
C 8.961 0.186 3.556
O 8.182 -0.933 3.210
C 7.981 -1.194 1.895
O 8.477 -0.530 0.927
C 6.970 -2.380 1.706
F 6.005 -2.064 0.916
F 7.619 -3.484 1.227
F 6.433 -2.827 2.899
H 11.000 0.565 3.836
H 10.666 -0.449 2.411
H 10.571 -1.192 4.055
H 8.670 0.952 2.837
H 8.736 0.479 4.582
C -3.162 2.386 -9.318
C -3.965 2.442 -8.091
O -4.550 1.152 -8.070
C -5.393 0.717 -7.034
O -5.592 1.378 -5.968
C -6.146 -0.640 -7.289
F -7.452 -0.409 -7.557
F -5.673 -1.252 -8.381
F -6.157 -1.454 -6.232
H -3.538 1.829 -10.176
H -2.182 1.917 -9.234
H -2.914 3.415 -9.581
H -4.843 3.075 -8.218
H -3.392 2.563 -7.172
C -4.422 0.699 -0.788
C -3.457 1.926 -0.533
O -2.153 1.590 -0.186
C -1.271 1.426 -1.334
O -1.615 1.471 -2.535
C 0.145 1.120 -0.808
F -0.011 0.663 0.456
F 0.640 0.043 -1.456
F 0.864 2.205 -0.866
H -4.000 0.173 -1.644
H -5.482 0.931 -0.886
H -4.393 0.051 0.087
H -3.774 2.608 0.256
H -3.361 2.575 -1.403
```

Output
SMILES string: CCOC(=O)C(F)(F)F.CCOC(=O)C(F)(F)F.CCOC(=O)C(F)(F)F.CCOC(=O)C(F)(F)F
Relative energy (zero: lowest compared OMol25 entry of this formula, charge and spin), kcal/mol: 73.4
HOMO energy, eV: -11.2
E, eV: -65904.66140
M, g mol⁻¹: 568.30
2S+1: 1

=====

No. 8
ORCA calculation (ωB97M-V with the def2-TZVPD basis set) on a structure of composition C16H20FeNS in a non-equilibrium geometry.

The geometry in XYZ format:
```
39
Properties=species:S:1:pos:R:3
C 1.084 1.578 1.427
S 1.065 0.102 0.366
C 2.051 -0.970 1.413
C -0.856 -1.002 0.882
C -1.628 0.188 1.028
N -2.160 1.234 1.090
H 0.228 2.232 1.193
H 1.035 1.267 2.486
H 2.033 2.097 1.198
H 1.768 -2.004 1.217
H 3.094 -0.814 1.124
H 1.874 -0.703 2.457
H -0.394 -1.334 1.810
C -2.108 -1.490 -1.227
C -1.506 -2.060 0.083
C -0.835 -3.419 -0.241
C -0.256 -4.364 0.709
C 0.023 -5.622 -0.002
C -0.359 -5.441 -1.393
C -0.874 -4.085 -1.536
Fe -1.877 -5.111 -0.172
C -3.790 -4.705 -0.484
C -3.434 -4.613 0.926
C -2.885 -5.890 1.332
C -2.904 -6.772 0.182
C -3.468 -6.042 -0.937
H -2.519 -0.487 -1.103
H -1.341 -1.457 -2.014
H -2.917 -2.168 -1.517
H -2.379 -2.308 0.719
H -0.004 -4.168 1.759
H 0.487 -6.519 0.428
H -0.247 -6.161 -2.214
H -1.174 -3.633 -2.477
H -4.314 -3.950 -1.064
H -3.637 -3.771 1.580
H -2.602 -6.171 2.341
H -2.666 -7.832 0.189
H -3.706 -6.458 -1.914
```

Output
Relative energy (zero: lowest compared OMol25 entry of this formula, charge and spin), kcal/mol: 0.0
HOMO energy (spin up / spin down), eV: -1.0 / -2.9
Net charge: -1
E, eV: -63622.34932
M, g mol⁻¹: 314.25
2S+1: 5